# 1
ORCA calculation (the ωB97M-V functional and the def2-TZVPD basis) on a molecular structure, C37H45BrN2O5PdS4 in a non-equilibrium geometry.

Computed properties:
* multiplicity: 5
* E_tot: -6217.2925 Ha
* frontier orbital gap (alpha / beta): 7.7552 / 6.2490 eV
* energy relative to the best compared isomer or geometry (same formula, charge and spin): 0.00 kJ/mol
* HOMO level (alpha / beta): -7.5 / -8.5 eV

Geometry as XYZ:
```
95
Properties=species:S:1:pos:R:3:forces:R:3
Pd 1.116461 -0.708902 -1.563346 0.40 0.32 -0.35
C 3.573055 1.705377 6.041925 0.39 -0.37 -1.14
C 3.209586 2.889307 5.124226 0.15 0.84 1.02
C 4.464299 3.711082 4.762894 -0.20 -0.17 0.00
C 2.248985 3.805144 5.910842 -0.07 -0.74 -0.34
C 2.609079 2.412857 3.855542 -0.53 -0.35 -1.05
C 3.356412 1.585629 2.984269 0.33 0.14 1.03
C 2.810098 1.100225 1.858951 -0.52 -0.32 -0.66
Br 3.778267 -0.096329 0.794344 0.04 0.03 -0.11
C 1.436780 1.432453 1.415527 0.83 0.49 1.34
O 1.019704 1.031857 0.342198 -0.52 -0.43 -1.11
C 0.678478 2.298703 2.331935 -0.28 -0.11 -0.39
C 1.310893 2.761240 3.459407 -0.03 -0.07 0.04
C -0.780206 2.730590 2.086656 -0.37 -0.61 -0.57
C -0.829000 4.241699 1.871523 -0.36 0.01 0.38
C -1.636847 2.363459 3.303351 0.09 -0.47 0.53
C -1.489219 2.067684 0.867179 0.81 0.27 0.29
H 4.017667 2.048577 6.957552 0.25 0.28 0.44
H 4.306213 1.052044 5.529165 -0.38 0.17 0.37
H 2.691628 1.121730 6.289555 -0.12 -0.13 -0.03
H 4.936387 4.088510 5.665724 0.13 -0.01 0.12
H 4.171698 4.569824 4.152656 0.12 -0.09 -0.04
H 5.178348 3.097525 4.209189 0.05 0.19 0.07
H 2.742597 4.131281 6.815614 0.00 0.16 0.25
H 1.332350 3.264338 6.156795 0.10 -0.06 0.29
H 1.926967 4.655329 5.330566 0.15 0.51 -0.17
H 4.363280 1.302719 3.271930 -0.08 -0.04 -0.15
H 0.756225 3.432349 4.086671 -0.16 0.07 0.18
H -0.548087 4.755823 2.789555 0.19 0.18 -0.02
H -1.860908 4.549367 1.647659 0.30 -0.07 -0.10
H -0.165076 4.532352 1.067411 0.08 0.22 -0.22
H -1.321436 2.892254 4.208814 -0.07 -0.01 -0.09
H -1.538228 1.284284 3.510873 -0.14 0.33 -0.06
H -2.702783 2.580378 3.136652 0.36 0.02 -0.07
H -0.980587 2.348383 -0.063114 -0.35 -0.17 0.14
H -2.499125 2.457730 0.889615 -0.28 0.09 -0.26
H -1.542951 0.980798 0.940854 0.17 0.03 -0.06
O 3.594453 -2.836733 -7.642366 0.00 -0.12 -0.05
C 3.220115 -2.571031 -6.542407 -0.13 0.11 0.44
S 1.796987 -3.299913 -5.738854 0.00 0.23 -0.02
C 1.815317 -2.276095 -4.311769 -0.97 -0.56 0.16
C 2.901560 -1.435631 -4.152954 0.46 0.58 0.23
S 3.212936 -0.436648 -2.824857 0.02 -0.10 -0.19
S 4.024744 -1.392610 -5.477651 0.37 0.05 -0.26
S 0.501205 -2.378743 -3.237756 0.39 -0.06 -0.39
C -3.110118 -0.408402 -7.365814 0.11 0.11 -0.42
C -3.956100 0.136095 -6.229275 -0.30 0.58 -0.87
N -3.151165 0.498662 -5.083068 0.20 0.36 0.20
C -3.416601 -0.271736 -3.887139 -0.01 -0.19 0.06
C -3.052973 -1.729938 -4.052081 0.40 -0.48 0.46
C -2.469203 1.683599 -5.119980 0.15 -0.79 0.86
O -2.621936 2.492458 -6.001436 -0.07 0.67 -0.80
C -1.405124 1.948167 -4.066418 0.21 -0.84 0.13
C -1.013655 3.236865 -3.787962 -0.60 0.77 -0.33
C 0.054552 3.473161 -2.948228 -0.22 -0.55 0.20
C 0.681805 2.400844 -2.336987 -0.14 0.19 -0.51
N 0.344146 1.128943 -2.608629 -0.16 0.71 0.16
C -0.656940 0.932136 -3.463832 -0.12 -0.54 -0.42
H -3.745310 -0.676478 -8.216375 0.09 0.07 0.07
H -2.575075 -1.297940 -7.058019 0.10 -0.27 0.13
H -2.360528 0.314677 -7.708083 -0.26 -0.01 0.10
H -4.671147 -0.624920 -5.927515 -0.07 0.04 0.16
H -4.528516 1.010852 -6.589914 0.24 -0.29 0.26
H -4.475699 -0.194372 -3.658519 -0.33 0.07 0.08
H -2.901142 0.172015 -3.058259 0.23 0.15 0.42
H -3.738066 -2.215702 -4.739481 0.01 -0.15 -0.18
H -3.121956 -2.267067 -3.090861 0.00 0.25 -0.30
H -2.023536 -1.853686 -4.420141 -0.35 0.03 0.06
H -1.571420 4.066009 -4.227926 0.24 -0.24 -0.03
H 0.359651 4.475795 -2.744333 0.23 0.41 0.18
H 1.483030 2.624433 -1.654619 0.24 -0.50 0.24
H -0.821804 -0.121815 -3.704766 -0.12 0.41 0.05
C -1.528803 -6.567047 3.745829 0.34 0.09 0.01
C -1.049902 -5.427659 2.871957 -0.12 0.12 -0.02
C -1.248058 -4.087544 3.218553 -0.22 -0.68 -0.15
C -0.895798 -3.052930 2.348697 0.73 -0.30 0.27
C -1.167726 -1.644450 2.805555 0.35 0.35 -0.51
C -0.211833 -3.376291 1.158015 -0.55 -0.12 0.06
C 0.005627 -4.723877 0.804933 0.35 0.62 -0.12
C 0.723007 -5.128909 -0.460290 0.53 -0.77 0.78
C -0.442135 -5.710480 1.652071 -0.27 -0.39 0.46
C 0.247348 -2.347841 0.168321 -0.51 0.09 0.16
O -0.535239 -1.463738 -0.303405 -0.23 -0.31 0.63
O 1.431754 -2.418662 -0.242907 0.48 0.05 0.23
H -1.774923 -6.233136 4.744071 -0.07 0.23 0.28
H -0.769084 -7.351401 3.863095 -0.16 0.17 -0.22
H -2.431371 -7.015179 3.337519 -0.05 -0.12 -0.14
H -1.747317 -3.883496 4.170990 0.21 0.16 -0.31
H -1.546438 -1.632739 3.821612 -0.04 -0.07 0.15
H -1.925318 -1.213924 2.154454 -0.02 0.28 -0.05
H -0.271222 -0.991581 2.771174 -0.40 -0.36 -0.12
H 1.803351 -4.911330 -0.425444 -0.48 -0.01 0.07
H 0.326467 -4.646199 -1.316230 -0.34 0.60 -0.88
H 0.593009 -6.206411 -0.604949 0.07 0.12 0.01
H -0.328865 -6.748069 1.353532 0.09 0.01 0.05
```
Forces are in eV/Å.

Mulliken population analysis, charges in e, atoms 1 to 8: Pd 0.5971; C -1.5897; C 1.7974; C -1.5909; C -2.0556; C -0.1099; C -0.3291; C -0.2037


# 2
ORCA calculation (the ωB97M-V functional and the def2-TZVPD basis) on a molecular structure, C37H45ClNO2RuSi in a non-equilibrium geometry.

Computed properties:
* multiplicity: 2
* E_tot: -2486.6354 Ha
* frontier orbital gap (alpha / beta): 6.6883 / 7.1819 eV
* energy relative to the best compared isomer or geometry (same formula, charge and spin): 233.92 kJ/mol
* HOMO level (alpha / beta): -7.8 / -7.4 eV

Geometry as XYZ:
```
88
Properties=species:S:1:pos:R:3:forces:R:3
Ru 1.424259 0.414801 -0.097227 0.35 0.77 0.16
O 0.588480 0.168662 -2.560273 0.01 -0.33 0.12
C 1.236408 -0.104478 -3.794420 0.09 -0.19 -0.12
C 2.076464 -1.379898 -3.799618 -0.03 0.17 0.17
C 3.006717 -1.499998 -2.580978 -0.08 0.15 -0.06
C 3.837714 -0.267271 -2.384483 -0.03 -0.10 -0.05
C 5.089291 -0.151075 -2.983126 0.00 0.10 -0.01
C 5.806588 1.024560 -2.856259 -0.07 -0.04 0.00
C 5.242546 2.070280 -2.141959 0.00 0.03 -0.04
C 4.002035 1.878243 -1.565672 -0.05 0.14 0.00
N 3.314674 0.737804 -1.661704 -0.31 -0.55 0.42
H -0.017978 -0.548766 -2.334060 -0.05 0.03 -0.11
H 1.874457 0.759960 -3.978646 -0.04 0.04 -0.01
H 0.497045 -0.152968 -4.600295 0.01 0.06 0.00
H 2.661120 -1.385205 -4.724075 -0.04 -0.04 -0.04
H 1.422632 -2.255829 -3.817615 0.02 -0.02 -0.03
H 3.648672 -2.372438 -2.708384 0.04 0.01 0.04
H 2.408172 -1.648448 -1.685796 0.04 -0.15 -0.01
H 5.482373 -0.989971 -3.541884 0.01 0.01 -0.01
H 6.781534 1.130499 -3.313743 0.01 -0.01 0.01
H 5.751854 3.016552 -2.026966 -0.02 0.00 0.00
H 3.527192 2.676587 -1.009305 0.03 -0.04 0.03
Cl 0.664465 3.329636 2.151934 -0.05 0.19 0.07
C 0.906903 1.758417 2.818099 0.37 -0.18 -0.26
C 0.063220 1.320525 3.817447 -0.13 -0.13 0.13
C 0.254527 0.065907 4.379522 0.10 0.10 -0.07
C 1.298497 -0.744246 3.936579 -0.13 -0.08 0.15
C 2.149751 -0.306062 2.952001 0.01 0.33 -0.23
C 1.991196 0.968562 2.344937 -0.38 -0.05 1.06
C 2.901391 1.442452 1.353984 -1.00 -1.02 -1.08
H -0.744693 1.957844 4.150481 -0.01 0.02 -0.04
H -0.405562 -0.272483 5.166688 -0.03 -0.02 -0.03
H 1.438860 -1.726090 4.370023 0.03 0.00 0.00
H 2.960840 -0.932563 2.604975 -0.02 -0.02 0.01
H 3.845735 0.920909 1.253910 0.02 -0.02 -0.01
H 2.912747 2.505474 1.154705 0.00 -0.02 -0.09
C -4.310859 2.169468 -1.773867 0.03 -0.03 -0.06
C -2.870206 1.664395 -1.900899 0.14 -0.14 0.37
C -2.854867 0.340078 -2.672610 -0.04 0.07 0.08
C -2.054207 2.695986 -2.686975 0.03 -0.02 0.03
Si -2.049727 1.431837 -0.162559 -1.07 0.09 -0.02
O -0.466525 1.414521 -0.266449 1.94 -0.73 0.23
C -2.662617 -0.142488 0.709431 0.13 0.21 -0.08
C -3.948035 -0.677932 0.603525 0.01 -0.03 -0.02
C -4.342160 -1.768424 1.366601 -0.05 -0.01 0.00
C -3.457591 -2.340047 2.270937 0.02 -0.01 0.00
C -2.177885 -1.819736 2.398019 -0.01 -0.03 0.02
C -1.787248 -0.740880 1.618343 -0.02 -0.01 -0.05
C -2.700214 2.872317 0.901163 0.20 -0.30 -0.14
C -2.300011 4.180809 0.622999 -0.02 0.07 0.05
C -2.822151 5.259403 1.322296 0.06 0.01 -0.07
C -3.754403 5.046294 2.328643 -0.03 0.00 0.02
C -4.143000 3.751857 2.640606 -0.02 0.02 0.05
C -3.621774 2.676966 1.930278 0.03 0.06 -0.02
H -4.735549 2.338983 -2.770969 -0.01 -0.02 0.01
H -4.353378 3.112150 -1.225960 -0.04 -0.01 0.00
H -4.955307 1.453019 -1.260254 -0.03 0.04 0.00
H -3.382400 0.453192 -3.627422 0.04 -0.02 -0.01
H -3.333273 -0.467920 -2.114294 0.01 -0.01 -0.06
H -1.825948 0.049475 -2.892269 -0.09 -0.05 -0.06
H -2.425431 2.761971 -3.717167 -0.02 0.03 0.01
H -0.997680 2.420493 -2.717096 -0.02 0.01 -0.01
H -2.141121 3.689197 -2.240066 0.03 0.01 -0.04
H -4.661200 -0.241007 -0.085833 -0.01 -0.02 0.03
H -5.344078 -2.167436 1.262000 0.01 0.00 0.00
H -3.764731 -3.187523 2.871676 -0.01 0.01 0.01
H -1.483110 -2.248752 3.109847 0.04 -0.04 -0.01
H -0.778735 -0.352989 1.716002 -0.03 -0.05 0.03
H -1.559313 4.356560 -0.150103 0.00 0.03 0.01
H -2.501138 6.266475 1.082782 -0.02 0.00 0.01
H -4.179040 5.887401 2.862915 0.03 -0.01 0.03
H -4.852294 3.577255 3.441222 -0.02 0.01 -0.03
H -3.940285 1.671577 2.181657 -0.01 0.00 0.01
C 2.259015 -4.499170 2.161052 0.00 -0.01 -0.04
C 1.562439 -4.250038 0.816435 -0.01 -0.05 0.00
C 0.142384 -4.829103 0.861893 0.04 -0.01 0.01
C 2.364438 -4.921969 -0.307688 -0.01 0.00 0.04
C 1.497501 -2.803670 0.556210 -0.05 0.09 -0.14
C 1.456084 -1.619340 0.298799 0.23 1.70 -0.24
H 2.257767 -5.568171 2.386016 0.02 0.01 0.03
H 1.742296 -3.971492 2.963857 -0.02 -0.02 0.01
H 3.293070 -4.151491 2.132024 0.00 0.01 0.00
H 0.179598 -5.912962 0.997406 0.02 0.01 0.01
H -0.393462 -4.610931 -0.062166 -0.01 0.01 0.00
H -0.416657 -4.394341 1.689751 -0.06 0.03 0.00
H 2.494510 -5.986885 -0.100063 -0.02 0.00 0.00
H 3.349498 -4.461156 -0.395133 0.02 -0.02 -0.01
H 1.848885 -4.815712 -1.263340 0.00 0.01 -0.01
```
Forces are in eV/Å.

Mulliken population analysis, charges in e, atoms 1 to 8: Ru 1.0306; O -0.1480; C -0.8848; C -1.0684; C 1.1089; C 0.4618; C -0.9350; C -0.3791